1.
The following is a quantum chemistry calculation of 11 unconnected molecules or ions with the total composition C19H60N6O19 in a non-equilibrium geometry, from the OMol25 dataset.

Last column: Löwdin charge in e.
CARTESIAN COORDINATES (ANGSTROEM)
C -2.3080 3.9455 0.8381  -0.207
C -3.4393 4.1852 1.8402  -0.264
O -4.5180 3.4603 1.4030  -0.069
O -2.6010 4.5550 -0.4319  -0.068
H -2.1185 2.8893 0.6469  0.100
H -1.3968 4.4441 1.1684  0.113
H -3.6312 5.2361 2.0567  0.125
H -3.3046 3.8060 2.8532  0.114
H -5.2812 3.7735 1.8939  0.104
H -3.4096 4.1676 -0.7750  0.073
C -0.9090 0.4169 -3.6815  -0.214
C -1.9341 0.2846 -4.8505  -0.276
O -1.8426 -0.9643 -5.3903  -0.043
O -1.0246 1.6748 -3.0007  -0.082
H 0.0686 0.2319 -4.1266  0.126
H -1.0723 -0.3712 -2.9464  0.101
H -1.6722 0.9473 -5.6754  0.124
H -2.9822 0.4142 -4.5807  0.118
H -1.0102 -0.9496 -5.8683  0.096
H -1.0657 2.3490 -3.6828  0.094
C -3.3440 0.4050 3.3021  -0.209
C -3.8996 -1.0528 3.4468  -0.207
O -3.3176 -1.6015 4.6310  -0.096
O -3.3680 0.7581 1.9501  -0.093
H -2.2995 0.3793 3.6128  0.122
H -3.9552 1.1140 3.8605  0.124
H -3.5596 -1.6531 2.6028  0.108
H -4.9872 -1.1126 3.4873  0.123
H -3.8384 -2.3753 4.8584  0.098
H -4.1737 1.2210 1.7092  0.068
C -5.5182 -0.6381 -0.8833  -0.231
C -4.6425 -0.2623 -2.0626  -0.263
O -4.5263 -1.2718 -3.0487  -0.029
O -5.1604 -1.8539 -0.2103  -0.071
H -6.5374 -0.8259 -1.2209  0.117
H -5.5440 0.1918 -0.1771  0.108
H -3.7154 0.0646 -1.5919  0.103
H -4.9875 0.7012 -2.4377  0.118
H -3.5834 -1.4510 -3.0289  0.068
H -5.3649 -2.5962 -0.7838  0.087
C 5.8905 0.5323 -1.6894  -0.246
C 7.0867 1.3999 -1.9842  -0.245
O 6.9610 2.7190 -1.4661  -0.054
O 4.6915 1.0412 -2.2772  -0.083
H 5.7456 0.4057 -0.6165  0.110
H 5.9755 -0.5008 -2.0267  0.099
H 7.3441 1.4555 -3.0419  0.119
H 7.8800 0.8265 -1.5048  0.115
H 6.7242 3.3293 -2.1683  0.083
H 4.1225 0.2723 -2.3590  0.011
C -1.8151 -3.2697 -0.1900  -0.228
C -0.7870 -3.4694 -1.3535  -0.184
O -1.4986 -3.8732 -2.5838  -0.077
O -2.4322 -4.4875 0.2266  -0.056
H -2.4843 -2.4403 -0.4190  0.096
H -1.2648 -2.9174 0.6824  0.083
H -0.0500 -4.2381 -1.1212  0.109
H -0.2715 -2.5232 -1.5184  0.088
H -1.0331 -3.4588 -3.3139  0.062
H -1.7312 -5.0805 0.5069  0.083
C 4.0726 -1.1749 3.6875  -0.200
C 4.1443 -0.4459 2.3006  -0.234
O 5.0606 -1.2242 1.5747  -0.084
O 3.7496 -2.5765 3.5432  -0.096
H 3.2442 -0.7347 4.2426  0.109
H 4.9821 -1.0793 4.2808  0.114
H 4.3994 0.6074 2.4173  0.111
H 3.1912 -0.2865 1.7964  0.090
H 4.7570 -2.1338 1.6185  0.058
H 2.7935 -2.6503 3.5000  0.010
C 1.8897 3.9379 -1.4782  -0.270
C 1.2213 4.1259 -0.1561  -0.254
O 2.1745 4.3482 0.8806  -0.055
O 2.4010 5.1691 -1.8691  -0.040
H 1.1342 3.5795 -2.1774  0.115
H 2.7032 3.2213 -1.3652  0.118
H 0.6018 3.2625 0.0869  0.098
H 0.5174 4.9572 -0.1950  0.120
H 2.9595 3.8222 0.7112  0.080
H 3.1427 5.3216 -1.2791  0.087
C 0.0810 -2.6213 3.9082  -0.835
O 1.1086 -3.1008 3.6343  0.077
N -0.3699 -2.6694 5.0766  0.201
N -0.6535 -1.9834 3.0342  0.206
H 0.0150 -3.3860 5.6753  0.136
H -1.3177 -2.3574 5.2328  0.093
H -0.2783 -1.8061 2.1134  0.055
H -1.6095 -1.7682 3.2792  0.064
C 3.2106 -2.1161 -1.5153  -0.743
O 2.9399 -1.0931 -2.1516  -0.010
N 4.2612 -2.8330 -1.5778  0.199
N 2.4946 -2.4689 -0.5047  0.210
H 4.4235 -3.5737 -0.9106  0.127
H 5.0383 -2.4813 -2.1185  0.119
H 1.6483 -1.9533 -0.3100  0.073
H 2.8479 -3.1885 0.1097  0.127
C 0.1658 -0.0572 0.1225  -0.747
O 0.6868 -0.6864 1.0279  0.001
N 0.8218 0.1538 -1.0153  0.202
N -1.0851 0.1194 0.0283  0.229
H 0.3629 0.7726 -1.6684  0.066
H 1.8217 0.0350 -1.0944  0.086
H -1.7313 -0.0387 0.7883  0.100
H -1.3013 0.6960 -0.7723  0.093

Results
Structure (SMILES) = NC(N)=O.NC(N)=O.NC(N)=O.OCCO.OCCO.OCCO.OCCO.OCCO.OCCO.OCCO.OCCO
HOMO = -0.3375 hartree
Energy above the lowest of the compared OMol25 structures with the same formula, charge and spin = 65.1 kcal per mole
Calculated total energy = -2517.9126 Eh


2.
The following is a quantum chemistry calculation of a molecular structure, C20H57N5O7Sr in a non-equilibrium geometry, from the OMol25 dataset.

Last column: Löwdin charge in e.
CARTESIAN COORDINATES (ANGSTROEM)
Sr 18.8800 0.1209 19.5501  1.412
O 17.1676 -1.6683 20.0235  -0.538
H 17.3012 -2.3657 19.3680  -0.113
O 17.5757 2.0570 18.8261  -0.585
H 17.3474 2.6495 18.1039  -0.104
C 18.4824 -0.1384 24.7513  -0.050
C 17.8826 -1.0762 23.7164  -0.425
C 16.4716 -1.5396 24.0578  -0.198
O 16.4565 -2.1397 25.3408  -0.186
C 15.2302 -2.7615 25.6325  -0.122
N 17.8986 -0.4252 22.3984  0.002
H 18.5614 -0.6123 25.7285  0.079
H 17.9348 0.8037 24.8397  0.085
H 19.5049 0.1080 24.4420  0.060
H 18.5611 -1.9356 23.6521  0.119
H 16.1294 -2.2475 23.2918  0.130
H 15.8083 -0.6601 24.0464  0.135
H 14.3928 -2.0527 25.6902  0.088
H 15.3237 -3.2656 26.5932  0.085
H 14.9628 -3.5169 24.8781  0.088
H 17.3600 0.4356 22.4523  0.085
H 17.5015 -1.0130 21.6429  0.005
C 18.1824 1.3718 14.8380  -0.040
C 17.2586 0.2635 15.2941  -0.444
C 17.6028 -1.0492 14.6448  -0.210
O 17.5137 -1.0703 13.2282  -0.177
C 16.2550 -0.7265 12.7223  -0.125
N 17.3554 0.0586 16.7466  0.036
H 18.0940 2.2325 15.5056  0.083
H 17.9546 1.7201 13.8302  0.080
H 19.2186 1.0279 14.8277  0.067
H 16.2325 0.5616 15.0388  0.133
H 16.9765 -1.8515 15.0707  0.130
H 18.6424 -1.2974 14.8701  0.113
H 16.1949 -1.1175 11.7096  0.087
H 16.1119 0.3623 12.6912  0.083
H 15.4416 -1.1421 13.3292  0.093
H 17.2247 0.9172 17.3056  0.016
H 16.5360 -0.4862 17.0146  0.088
C 20.9276 3.0258 22.9757  -0.042
C 21.0039 2.2253 21.6782  -0.402
C 21.7135 0.9015 21.9026  -0.239
O 23.0140 1.1740 22.3438  -0.180
C 23.6303 0.0450 22.9220  -0.099
N 19.6704 1.9769 21.0876  -0.063
H 20.5024 4.0160 22.7749  0.083
H 21.8915 3.1315 23.4590  0.078
H 20.2047 2.5590 23.6558  0.075
H 21.6201 2.7693 20.9556  0.144
H 21.7393 0.3064 20.9756  0.099
H 21.1653 0.2655 22.6180  0.115
H 24.6562 0.3195 23.1579  0.089
H 23.6594 -0.7883 22.2092  0.074
H 23.1075 -0.2491 23.8368  0.094
H 19.0291 1.8534 21.8742  0.061
H 19.2981 2.8377 20.6795  0.080
C 21.6022 -3.2029 22.5200  -0.044
C 20.6099 -3.3682 21.3853  -0.422
C 19.5852 -4.4288 21.6781  -0.218
O 20.2343 -5.6788 21.7184  -0.179
C 19.3631 -6.7215 22.0746  -0.114
N 19.9794 -2.0682 21.0715  0.021
H 21.0962 -2.7859 23.4010  0.083
H 22.3961 -2.5041 22.2443  0.053
H 22.0690 -4.1456 22.8006  0.082
H 21.1852 -3.6608 20.4979  0.139
H 18.8255 -4.4272 20.8763  0.129
H 19.0611 -4.2084 22.6232  0.135
H 19.8422 -7.6573 21.7945  0.086
H 18.3967 -6.6387 21.5633  0.088
H 19.1777 -6.7336 23.1579  0.091
H 19.0934 -2.3200 20.5955  0.015
H 19.6243 -1.6613 21.9346  0.023
C 22.0275 0.1998 16.0063  -0.050
C 20.8948 -0.1447 16.9682  -0.426
C 20.6729 -1.6256 17.0570  -0.204
O 19.5696 -1.9535 17.8849  -0.274
C 19.0590 -3.2267 17.5590  -0.089
N 21.1876 0.3981 18.3375  -0.032
H 21.9620 -0.3614 15.0723  0.084
H 22.9978 0.0150 16.4723  0.083
H 21.9636 1.2585 15.7526  0.084
H 20.0265 0.4292 16.6497  0.104
H 21.5739 -2.1087 17.4787  0.145
H 20.5584 -2.0353 16.0465  0.124
H 18.1424 -3.4106 18.1149  0.079
H 19.7667 -4.0293 17.8052  0.101
H 18.7941 -3.2951 16.4969  0.089
H 21.4790 1.3698 18.2429  0.094
H 22.0406 -0.0926 18.6128  0.086

Results
HOMO = -0.2979 hartree
Energy above the lowest of the compared OMol25 structures with the same formula, charge and spin = 6.3 kcal per mole
Calculated total energy = -1627.4015 Eh


3.
The following is a quantum chemistry calculation of C7H6 in the gas phase in a non-equilibrium geometry, from the OMol25 dataset.

Last column: Löwdin charge in e.
CARTESIAN COORDINATES (ANGSTROEM)
C -0.5920 -0.6905 0.0957  -0.004
C 0.7491 -0.4577 0.2067  -0.260
C -1.7167 -0.2493 0.1283  -0.019
C 1.3100 0.7739 -0.0979  0.071
C 2.6919 0.3782 0.2310  -0.213
C 2.0520 -0.8732 -0.2307  -0.002
C -3.1114 0.1817 -0.0185  -0.074
H 3.4951 0.7334 -0.4516  0.109
H 3.0715 0.5123 1.1894  0.083
H 2.4824 -1.3481 -1.0693  0.100
H -3.7002 -0.4795 -0.4968  0.035
H -3.1525 1.2685 -0.3873  0.125
H -3.5791 0.2502 0.9010  0.048

Results
Structure (SMILES) = CC#CC1=C2C[C@@H]12
HOMO (spin up / spin down) = -0.3058 / -0.3058 hartree
Energy above the lowest of the compared OMol25 structures with the same formula, charge and spin = 101.5 kcal per mole
Calculated total energy = -270.0744 Eh


4.
The following is a quantum chemistry calculation of a molecular structure, C57H42IrN7O7S in a non-equilibrium geometry, from the OMol25 dataset.

Last column: Löwdin charge in e.
CARTESIAN COORDINATES (ANGSTROEM)
Ir -0.9779 0.0009 -0.4252  1.343
C -7.7349 5.9982 1.2774  -0.056
O -6.4320 6.2961 1.7614  -0.052
C -5.5078 5.3211 1.7520  -0.267
C -5.7672 3.9884 1.4472  0.009
C -4.7190 3.0800 1.4010  -0.008
C -3.4025 3.4769 1.6381  -0.180
C -3.1736 4.8092 2.0143  -0.014
C -4.2060 5.7104 2.0891  0.033
C -2.3436 2.5134 1.2989  0.012
C -2.4596 1.2305 1.8313  -0.223
C -3.1625 0.8754 3.0348  0.022
C -2.9026 -0.4335 3.2783  0.024
C -2.0775 -0.9123 2.2011  -0.190
N -1.8205 0.1063 1.3480  -0.069
C -1.7121 -2.2724 1.9629  0.002
C -1.2800 -2.7742 0.7434  -0.201
C -0.9989 -4.1271 0.3811  0.042
C -0.8029 -4.1525 -0.9772  0.008
C -0.9402 -2.8063 -1.4161  -0.228
C -1.0023 -2.2324 -2.7862  0.049
C -2.0610 -2.5448 -3.6205  -0.131
C -3.0665 -3.4850 -3.2288  0.056
C -4.2227 -3.6218 -3.9342  0.035
C -4.4282 -2.8209 -5.0838  -0.226
O -5.5369 -2.8033 -5.7806  -0.001
C -6.6562 -3.6237 -5.4015  -0.006
C -3.4063 -1.9566 -5.5534  0.051
C -2.2590 -1.8245 -4.8470  0.052
C -0.1034 -1.1136 -3.0994  -0.265
N -0.0772 -0.0888 -2.2427  -0.056
C 0.9120 0.7599 -2.6548  -0.233
C 1.1946 1.9796 -1.9966  0.017
C 2.6072 2.3913 -1.9538  -0.169
C 3.3645 3.1709 -2.7241  -0.003
C 4.7650 3.4266 -2.4122  0.011
C 5.3506 3.0024 -1.2776  -0.246
O 6.6203 3.3683 -1.0359  -0.046
C 7.0817 3.4736 0.3206  -0.019
C 4.6130 2.1706 -0.2689  -0.065
C 3.2472 1.6732 -0.7909  -0.128
C 0.3188 2.6127 -1.0886  -0.218
C 0.3063 3.9898 -0.7403  0.039
C -0.7441 4.1700 0.1171  0.026
C -1.3129 2.8830 0.3629  -0.195
N -0.6796 1.9665 -0.4031  -0.073
C 1.5184 0.2358 -3.8183  0.029
C 0.8556 -0.9417 -4.1211  0.000
N -1.1960 -1.9964 -0.3982  -0.056
C -1.8927 -3.2063 3.0906  -0.208
C -2.7737 -4.2773 3.0118  -0.021
C -3.0235 -5.0832 4.1145  0.005
C -2.3690 -4.8249 5.3159  -0.268
O -2.5632 -5.5185 6.4525  -0.056
C -3.5677 -6.5238 6.4607  -0.059
C -1.4395 -3.7821 5.3890  0.032
C -1.2246 -2.9710 4.2996  -0.009
H -8.2265 6.9547 1.1305  0.099
H -8.2971 5.4086 2.0044  0.102
H -7.6885 5.4663 0.3255  0.095
H -6.7718 3.6499 1.2418  0.111
H -4.9213 2.0518 1.1304  0.126
H -2.1792 5.1272 2.2967  0.119
H -4.0340 6.7326 2.3980  0.133
H -3.7390 1.5551 3.6402  0.128
H -3.2326 -1.0223 4.1181  0.124
H -0.9510 -4.9643 1.0574  0.129
H -0.5571 -5.0060 -1.5883  0.126
H -2.9121 -4.0805 -2.3392  0.124
H -4.9671 -4.3325 -3.6101  0.120
H -7.4860 -3.2793 -6.0078  0.106
H -6.8936 -3.4947 -4.3473  0.100
H -6.4444 -4.6686 -5.6232  0.111
H -3.5829 -1.4008 -6.4636  0.140
H -1.4885 -1.1479 -5.1898  0.126
H 2.9442 3.6731 -3.5882  0.123
H 5.3373 4.0655 -3.0713  0.121
H 8.1580 3.6008 0.2643  0.101
H 6.8754 2.5792 0.9051  0.078
H 6.6309 4.3465 0.7983  0.101
H 4.5885 2.6812 0.6960  0.159
H 2.5525 1.5507 0.0398  0.154
H 0.9785 4.7394 -1.1246  0.129
H -1.0471 5.1016 0.5596  0.104
H 2.3315 0.6865 -4.3643  0.129
H 1.0380 -1.6076 -4.9492  0.122
H -3.2963 -4.4711 2.0829  0.123
H -3.7298 -5.8954 4.0294  0.109
H -3.2836 -7.3683 5.8294  0.100
H -4.5279 -6.1221 6.1310  0.097
H -3.6500 -6.8554 7.4907  0.099
H -0.9099 -3.6245 6.3188  0.133
H -0.5134 -2.1569 4.3679  0.134
O 9.0055 -0.2309 2.7746  -0.367
S 9.6729 0.3592 1.6294  0.390
O 9.7311 1.8187 1.7222  -0.366
O 10.9487 -0.2411 1.3150  -0.350
C 8.5830 0.1200 0.2216  -0.356
N 9.1241 -0.0092 -0.9798  0.142
C 8.2629 -0.0018 -1.9932  -0.098
C 6.9015 0.1790 -1.8177  0.001
C 6.4530 0.3208 -0.5139  -0.212
N 7.2958 0.2639 0.5091  0.162
C 5.0248 0.6418 -0.1491  -0.238
C 3.8706 0.2923 -1.1360  -0.128
C 3.0265 -0.8801 -0.7551  -0.117
N 2.7825 -1.1945 0.4516  0.067
C 3.5541 -0.5480 1.4597  -0.114
C 4.6508 0.1730 1.2284  0.011
H 8.6873 -0.1252 -2.9832  0.111
H 6.2398 0.2220 -2.6713  0.101
H 4.1783 0.2732 -2.1802  0.141
H 2.5829 -1.4938 -1.5401  0.106
H 3.2724 -0.8180 2.4683  0.099
H 5.3195 0.4436 2.0355  0.131

Results
HOMO (spin up / spin down) = -0.2864 / -0.2864 hartree
Energy above the lowest of the compared OMol25 structures with the same formula, charge and spin = 124.1 kcal per mole
Calculated total energy = -3609.3234 Eh
Spin multiplicity = 2
Charge = +1